The ion C5H12N6O with charge +2 in a non-equilibrium geometry, computed with ωB97M-V with the def2-TZVPD basis set.

Calculated values
* LUMO level: -9.0 eV
* total charge: +2
* highest occupied orbital energy: -17.1 eV
* energy relative to the best compared isomer or geometry (same formula, charge and spin): 47.2 kcal per mole
* electronic energy: -16349.65524 eV
* SMILES: [H]/N=C/N[C@@]1(N)C(=[NH2+])NC=[NH+][C@H]1O
* orbital gap: 8.13 eV

```
24
Properties=species:S:1:pos:R:3:forces:R:3:lowdin_charge:R:1
H 2.48553 0.07410 -2.50486 -0.403 -0.400 -0.038 0.089
N 1.98592 -0.07837 -1.63153 -0.727 0.021 1.259 0.130
C 1.26595 -1.11078 -1.49412 0.065 0.003 0.056 -0.245
N 0.61491 -1.48417 -0.31096 -1.830 -1.568 1.203 0.070
C -0.07935 -0.55276 0.60481 0.197 -0.327 -1.838 -0.384
N -0.12003 -1.08450 1.94009 0.706 -0.051 -0.642 0.137
C 0.73824 0.76852 0.63551 -0.109 -0.735 2.074 -0.190
N 1.51413 0.91176 1.65783 2.315 1.045 -1.063 0.290
N 0.41535 1.83193 -0.12780 -1.028 -3.602 1.382 0.199
C -0.69309 1.87041 -0.80526 -1.052 0.709 -2.913 -0.036
N -1.60811 0.96083 -0.90463 0.694 -0.632 0.865 0.222
C -1.54318 -0.19937 0.13484 -0.564 -0.972 -1.255 -0.205
O -2.15487 -1.38910 -0.29994 -0.286 1.533 -0.019 0.046
H 1.02492 -1.86224 -2.20720 0.518 -0.600 -1.119 0.130
H 0.11734 -2.48491 -0.28421 1.433 3.112 -0.489 0.219
H -1.02008 -1.30977 2.29826 -1.014 0.246 0.281 0.114
H 0.38245 -1.95197 1.96438 0.490 -0.464 0.042 0.117
H 2.25577 1.75244 1.70318 -2.089 -2.643 0.359 0.254
H 1.58164 -0.00191 2.16997 0.348 1.247 0.299 0.166
H 1.02928 2.54185 -0.04496 2.086 3.516 -0.451 0.149
H -0.68989 2.70949 -1.46623 -0.789 0.676 -0.338 0.186
H -2.41053 1.15724 -1.54647 0.797 -0.537 0.828 0.216
H -1.95277 0.26226 0.99514 -1.210 0.273 0.964 0.155
H -3.13950 -1.33098 -0.47584 1.451 0.149 0.554 0.172
```
Positions in Å, forces in eV/Å.